#w
ORCA calculation (wB97M-V/def2-TZVPD) on 4 unconnected molecules or ions with the total composition C2H13N2O3.

Structure (ORCA input):
```
! wB97M-V def2-TZVPD RIJCOSX def2/J DEFGRID3
* xyz 1 1
C 2.999 -0.907 0.689
N -0.125 0.873 -0.070
C 0.802 -0.031 0.087
N 1.989 0.173 0.601
H 3.732 -0.635 1.425
H 2.506 -1.839 0.949
H 3.414 -1.022 -0.312
H 0.048 1.773 0.335
H -1.052 0.650 -0.403
H 0.630 -1.016 -0.337
H 2.163 1.047 1.061
H -3.101 0.686 0.458
H -3.405 0.548 -1.108
O -2.727 0.637 -0.433
H -4.032 0.483 2.997
H -2.811 -0.118 2.465
O -3.302 0.717 2.403
H 1.995 -1.994 -3.204
H 0.658 -1.458 -3.624
O 1.424 -1.224 -3.086
*
```

## Properties
**Orbital gap**: 11.761 eV
**HOMO energy**: -14.55 eV

---

#x
ORCA calculation (wB97M-V/def2-TZVPD) on 4 unconnected molecules or ions with the total composition C2H13N2O3.

Structure (ORCA input):
```
! wB97M-V def2-TZVPD RIJCOSX def2/J DEFGRID3
* xyz 1 1
C -0.109 -0.228 -1.254
C -1.382 -0.299 -1.691
N -1.872 0.263 -2.819
N 0.081 -0.697 0.160
H 0.780 0.197 -1.683
H -2.026 -0.909 -1.091
H -2.866 0.315 -2.892
H -1.307 0.687 -3.520
H 0.617 0.062 0.603
H 0.667 -1.536 0.298
H -0.802 -0.827 0.638
H 1.889 -0.162 2.862
H 1.881 1.355 3.064
O 1.463 0.652 2.575
H 0.236 4.132 -0.410
H -0.985 3.362 0.069
O -0.038 3.302 -0.009
H 1.477 -3.885 1.293
H 1.091 -2.811 2.373
O 1.206 -2.972 1.435
*
```

## Properties
**Orbital gap**: 9.468 eV
**HOMO energy**: -12.31 eV

---

Stability summary: most stable #w, least stable #x.

---

#w
ORCA calculation (wB97M-V/def2-TZVPD) on 4 unconnected molecules or ions with the total composition C2H13N2O3.

Structure (ORCA input):
```
! wB97M-V def2-TZVPD RIJCOSX def2/J DEFGRID3
* xyz 1 1
C 0.422 0.379 1.436
C 1.247 -0.655 1.139
N 0.921 -1.430 -0.080
N 0.518 1.192 2.507
H -0.566 0.319 0.963
H 2.282 -0.702 1.429
H 1.632 -2.089 -0.383
H 0.100 -2.006 0.193
H 0.597 -0.850 -0.865
H 1.273 1.025 3.149
H -0.214 1.791 2.830
H 1.123 0.559 -2.927
H -0.341 0.738 -2.362
O 0.419 0.127 -2.445
H -2.571 -1.963 -0.387
H -2.063 -2.057 1.022
O -1.771 -2.150 0.103
H -1.556 2.396 -2.243
H -0.478 3.093 -1.603
O -0.975 2.283 -1.475
*
```

## Properties
**Orbital gap**: 9.569 eV
**HOMO energy**: -12.29 eV

---

#x
ORCA calculation (wB97M-V/def2-TZVPD) on 4 unconnected molecules or ions with the total composition C2H13N2O3.

Structure (ORCA input):
```
! wB97M-V def2-TZVPD RIJCOSX def2/J DEFGRID3
* xyz 1 1
C 0.023 1.054 -1.916
N -0.107 1.037 -0.449
C 0.314 -0.159 0.110
N -0.124 -0.505 1.323
H 0.982 1.683 -2.095
H -0.718 1.697 -2.403
H -0.063 0.027 -2.440
H -0.925 1.595 -0.141
H 1.118 -0.707 -0.462
H -0.838 -0.004 1.824
H 0.104 -1.421 1.736
H -2.139 1.901 2.470
H -3.184 1.994 1.224
O -2.350 1.518 1.513
H -0.340 -2.913 -0.509
H -0.374 -2.171 -1.950
O -0.196 -2.033 -0.947
H 3.167 -1.686 1.308
H 3.079 -0.046 0.845
O 2.570 -0.861 0.960
*
```

## Properties
**Orbital gap**: 10.982 eV
**HOMO energy**: -13.78 eV

---

Stability summary: most stable #w, least stable #x.

---

#w
ORCA calculation (wB97M-V/def2-TZVPD) on C4H4Cl2O in the gas phase.

Structure (ORCA input):
```
! wB97M-V def2-TZVPD RIJCOSX def2/J DEFGRID3
* xyz 0 1
O 1.961 0.839 -1.142
C 0.991 0.472 -0.521
C 0.354 0.570 0.897
C -0.672 -0.461 0.496
Cl -0.566 -2.036 1.287
C -0.140 -0.432 -0.966
Cl -1.147 0.644 -2.067
H 0.983 0.283 1.806
H 0.059 1.692 1.019
H -1.763 -0.286 0.698
H -0.060 -1.284 -1.508
*
```

## Properties
**Orbital gap**: 10.062 eV
**HOMO energy**: -10.21 eV

---

#x
ORCA calculation (wB97M-V/def2-TZVPD) on 2 unconnected molecules or ions with the total composition C4H4Cl2O.

Structure (ORCA input):
```
! wB97M-V def2-TZVPD RIJCOSX def2/J DEFGRID3
* xyz 0 1
C 0.559 -0.456 0.139
C 0.438 0.804 -0.106
C 1.254 -1.709 0.393
C -1.801 1.596 -0.264
O -0.154 -1.602 0.206
Cl 1.557 2.045 -0.095
Cl -2.800 0.242 -0.216
H 1.802 -2.196 -0.402
H 1.564 -1.940 1.405
H -1.783 2.194 0.624
H -1.682 2.068 -1.220
*
```

## Properties
**Orbital gap (spin up / spin down)**: 8.594 / 8.594 eV
**HOMO energy (spin up / spin down)**: -8.66 / -8.66 eV

---

Stability summary: most stable #w, least stable #x.

---

#w
ORCA calculation (wB97M-V/def2-TZVPD) on C4H4Cl2O in the gas phase.

Structure (ORCA input):
```
! wB97M-V def2-TZVPD RIJCOSX def2/J DEFGRID3
* xyz 0 1
Cl 2.535 1.157 -1.091
C 1.481 0.986 0.434
C 0.634 -0.216 0.396
Cl 1.437 -1.757 0.596
C -0.705 -0.205 -0.334
C -1.974 -0.838 -0.418
O -1.765 0.599 -0.442
H 0.801 1.765 0.654
H 2.336 0.990 1.109
H -2.400 -1.371 -1.362
H -2.378 -1.112 0.459
*
```

## Properties
**Orbital gap**: 8.738 eV
**HOMO energy**: -8.77 eV

---

#x
ORCA calculation (wB97M-V/def2-TZVPD) on C4H4Cl2O in the gas phase.

Structure (ORCA input):
```
! wB97M-V def2-TZVPD RIJCOSX def2/J DEFGRID3
* xyz 0 1
Cl -0.804 -1.762 -0.149
C -0.148 -0.071 -0.141
Cl 0.235 0.591 -1.842
C -0.959 0.856 0.604
C -0.243 1.183 1.719
O 1.108 0.817 1.659
C 1.300 -0.137 0.603
H -1.996 1.371 0.239
H -0.579 1.897 2.500
H 1.472 -1.049 1.120
H 2.210 0.156 0.007
*
```

## Properties
**Orbital gap**: 10.108 eV
**HOMO energy**: -9.32 eV

---

#y
ORCA calculation (wB97M-V/def2-TZVPD) on 2 unconnected molecules or ions with the total composition C4H4Cl2O.

Structure (ORCA input):
```
! wB97M-V def2-TZVPD RIJCOSX def2/J DEFGRID3
* xyz 0 1
C -1.012 0.183 -0.212
C 0.109 0.582 0.357
C -2.487 0.191 -0.020
C 2.594 -0.691 -0.402
O -1.771 -0.430 -1.081
Cl 0.320 1.736 1.639
Cl 3.430 -0.721 1.041
H -2.908 -0.468 0.723
H -2.988 1.205 -0.438
H 1.845 -1.549 -0.424
H 2.867 -0.039 -1.184
*
```

## Properties
**Orbital gap (spin up / spin down)**: 9.058 / 7.417 eV
**HOMO energy (spin up / spin down)**: -8.92 / -8.23 eV

---

Stability summary: most stable #x, least stable #y.